Here is C15H19AlBCl9CsF8N3O14P2S as an isolated structure from OMol25. Energies are from ωB97M-V/def2-TZVPD.

- Gap between HOMO and LUMO: 0.0555 hartree
- Charge: 0
- Molar mass: 1201.10 g/mol

XYZ file:
```
74
Properties=species:S:1:pos:R:3:lowdin_charge:R:1
C 2.366 1.524 -3.192 -0.05
C 1.521 2.317 -4.296 -0.20
O 0.113 2.545 -3.965 -0.05
C -0.603 1.347 -3.790 -0.13
C -0.660 0.024 -4.580 -0.47
Cl 0.230 -0.356 -6.105 0.70
N -1.591 -0.777 -3.771 -0.17
P -2.047 -2.477 -4.128 0.83
O -1.228 -3.329 -3.114 -0.44
C -2.083 -0.025 -2.623 0.10
N -1.487 1.312 -2.627 -0.03
O -1.660 2.301 -1.734 0.08
C -2.521 3.317 -2.302 -0.11
N -2.964 4.296 -2.860 0.19
H 3.157 0.904 -3.773 0.11
H 1.771 0.783 -2.556 0.09
H 2.965 2.186 -2.476 0.06
H 1.605 1.869 -5.362 0.10
H 2.002 3.368 -4.383 0.13
H -1.626 -2.813 -5.454 0.04
H -3.427 -2.753 -3.849 0.05
H -2.817 -0.373 -1.819 0.18
C -1.745 -6.250 1.658 -0.24
C -0.659 -5.630 0.770 -0.19
C -1.362 -4.802 -0.312 -0.26
S -2.918 -4.273 0.400 0.70
O -4.010 -4.913 -0.341 -0.36
O -2.875 -2.852 0.631 -0.25
C -2.724 -5.119 1.960 -0.19
H -1.329 -6.676 2.573 0.16
H -2.261 -7.062 1.109 -0.03
H -0.024 -4.977 1.375 0.11
H -0.015 -6.392 0.326 0.14
H -0.776 -3.926 -0.594 0.12
H -1.582 -5.404 -1.199 0.04
H -3.693 -5.472 2.317 0.13
H -2.297 -4.408 2.673 0.13
F 5.699 3.824 0.749 -0.16
P 5.624 3.698 -0.838 0.15
F 6.533 3.571 -2.152 -0.16
F 4.298 4.571 -0.758 -0.72
F 6.262 2.314 -0.360 -0.14
F 6.423 5.071 -0.910 -0.15
F 4.518 2.835 -1.612 -0.18
C 2.664 -4.668 1.009 -0.94
O 1.927 -3.758 0.622 0.13
O 3.905 -4.705 0.851 0.23
O 2.281 -5.696 1.615 0.18
C -3.296 7.348 -5.506 -2.03
Cl -2.028 8.580 -5.334 0.51
Cl -4.435 7.476 -4.148 0.51
Cl -4.166 7.602 -7.034 0.52
Cl -2.556 5.732 -5.508 0.49
Cs 3.055 5.770 0.500 1.35
Al -3.146 -6.641 -0.457 0.82
O 1.620 3.784 4.602 -0.36
H 1.596 4.677 4.931 -0.23
C 1.918 6.440 7.944 -2.01
Cl 3.546 5.788 8.227 0.52
Cl 0.708 5.308 8.584 0.53
Cl 1.756 8.008 8.765 0.50
Cl 1.661 6.656 6.199 0.55
O 4.512 3.708 -4.851 -0.06
H 4.774 4.632 -4.947 0.05
H 5.175 3.338 -4.251 0.03
B -3.134 -2.976 5.739 -1.00
O -3.797 -3.582 6.905 0.22
C -2.854 -4.177 7.636 -0.41
O -3.064 -4.771 8.666 0.14
C -1.550 -3.993 6.995 -0.41
O -0.491 -4.408 7.401 0.14
O -1.701 -3.286 5.874 0.21
F -3.335 -1.558 5.738 0.10
F -3.649 -3.549 4.523 0.07
```